# 1
Here is C20H25BF6NO26S3 as an isolated structure in a non-equilibrium geometry from the Open Molecules 2025 dataset. Energies are from wB97M-V/def2-TZVPD.

```
82
Properties=species:S:1:pos:R:3:mulliken_charge:R:1
C 2.667 -2.426 -0.738 -0.609
O 1.935 -1.228 -0.461 -0.358
B 0.834 -1.013 -1.202 1.010
O 0.855 -0.919 -2.534 -0.595
S -0.747 -0.716 -0.206 0.875
O -0.699 0.685 0.118 -0.749
O -0.747 -1.594 0.924 -0.651
N -1.995 -0.897 -1.195 -0.334
S -2.250 -2.334 -1.735 0.843
O -2.236 -3.402 -0.790 -0.578
O -1.607 -2.627 -2.987 -0.572
S -4.343 -2.111 -2.238 1.026
C -5.151 -1.942 -0.681 -0.609
O -4.760 -3.304 -2.905 -0.748
O -4.523 -0.895 -2.955 -0.679
H 2.561 -3.088 0.110 0.256
H 2.326 -2.911 -1.643 0.252
H 3.716 -2.182 -0.838 0.225
H 0.175 -1.404 -3.036 0.270
H -6.137 -2.375 -0.745 0.435
H -5.221 -0.887 -0.469 0.366
H -4.567 -2.437 0.079 -0.172
C 0.515 3.711 -0.494 -0.128
C 1.485 3.767 0.664 0.386
O 1.339 5.115 1.110 -0.355
C 0.080 5.520 0.783 0.705
O -0.439 6.493 1.231 -0.561
O -0.480 4.670 -0.086 -0.321
F 2.768 3.568 0.284 -0.294
H 0.980 4.047 -1.421 0.253
H 0.080 2.723 -0.632 0.050
H 1.250 3.090 1.485 0.337
C 0.940 6.191 4.346 -0.235
C 1.856 7.158 5.064 0.326
O 2.418 6.339 6.082 -0.327
C 2.411 5.054 5.628 0.719
O 3.028 4.168 6.124 -0.547
O 1.624 4.942 4.545 -0.276
F 1.189 8.184 5.639 -0.284
H -0.040 6.149 4.820 0.261
H 0.821 6.409 3.289 0.095
H 2.660 7.563 4.450 0.289
C -4.047 -4.602 -5.568 -0.056
C -2.569 -4.843 -5.731 0.673
O -2.450 -5.110 -7.125 -0.385
C -3.475 -4.465 -7.756 0.683
O -3.531 -4.286 -8.927 -0.558
O -4.394 -4.061 -6.860 -0.325
F -2.121 -5.931 -5.047 -0.342
H -4.593 -5.533 -5.410 0.192
H -4.260 -3.909 -4.765 0.057
H -1.951 -3.989 -5.475 0.130
C 0.518 -4.349 -7.242 -0.462
C 1.434 -4.782 -6.114 0.396
O 1.664 -3.567 -5.426 -0.341
C 0.578 -2.762 -5.626 0.719
O 0.314 -1.797 -5.001 -0.553
O -0.173 -3.249 -6.645 -0.377
F 2.615 -5.271 -6.569 -0.306
H 1.094 -3.998 -8.099 0.344
H -0.184 -5.114 -7.559 0.256
H 0.996 -5.505 -5.426 0.281
C -2.850 -2.756 4.089 -0.298
C -4.191 -2.319 4.636 0.306
O -5.045 -2.496 3.521 -0.322
C -4.505 -3.480 2.737 0.705
O -5.096 -4.040 1.873 -0.532
O -3.242 -3.733 3.112 -0.287
F -4.210 -1.016 5.012 -0.287
H -2.330 -1.942 3.592 0.201
H -2.200 -3.203 4.835 0.273
H -4.566 -2.921 5.466 0.258
C 5.990 5.504 6.316 -0.149
C 6.607 4.702 5.193 0.337
O 7.976 4.670 5.561 -0.337
C 8.045 4.777 6.921 0.628
O 9.007 4.544 7.568 -0.502
O 6.852 5.179 7.416 -0.334
F 6.480 5.317 3.991 -0.283
H 6.050 6.574 6.115 0.233
H 4.962 5.228 6.524 0.076
H 6.234 3.681 5.106 0.292
```

## Properties
Kohn-Sham gap (eV): 8.8253
HOMO (eV): -6.9105
Charge: -1

***

# 2
Here is C20H25BeK2N5O8S2 as an isolated structure in a non-equilibrium geometry from the Open Molecules 2025 dataset. Energies are from wB97M-V/def2-TZVPD.

```
63
Properties=species:S:1:pos:R:3:mulliken_charge:R:1
K -0.736 3.009 -3.619 0.972
K 3.119 0.607 -2.390 0.988
Be -0.090 -1.034 -4.150 1.057
S 1.280 0.984 -5.443 1.299
O -0.197 0.849 -5.248 -0.753
O 1.619 1.456 -6.760 -0.603
O 1.762 1.972 -4.490 -0.623
O 1.795 -0.366 -5.118 -0.690
S -0.056 0.062 -1.425 1.508
O -0.996 0.335 -2.534 -0.952
O 0.787 -0.998 -2.046 -1.303
O 0.771 1.211 -1.134 -0.952
O -0.743 -0.433 -0.234 -0.943
N 1.926 3.419 -0.625 0.213
C 2.243 4.075 0.531 -0.518
C 3.006 5.176 0.216 -0.525
C 2.968 5.283 -1.188 -0.924
C 2.393 4.144 -1.699 -0.356
H 1.420 2.545 -0.714 0.727
H 2.123 3.645 1.512 0.357
H 3.457 5.789 0.979 0.413
H 3.402 6.044 -1.818 0.409
H 2.306 3.779 -2.713 0.571
N -0.108 -0.111 2.500 0.511
C -0.406 -0.816 3.632 -0.495
C 0.385 -0.353 4.658 -0.629
C 1.109 0.739 4.119 -0.417
C 0.829 0.853 2.790 -0.197
H -0.508 -0.224 1.580 0.076
H -1.151 -1.594 3.577 0.335
H 0.500 -0.678 5.678 0.412
H 1.864 1.253 4.695 0.395
H 1.269 1.471 2.026 0.135
N -2.393 1.751 0.934 0.452
C -2.233 3.024 0.485 -0.451
C -3.256 3.791 0.992 -0.659
C -4.030 2.945 1.823 -0.741
C -3.517 1.678 1.711 -0.372
H -1.849 0.938 0.702 0.159
H -1.406 3.319 -0.143 0.470
H -3.360 4.853 0.843 0.412
H -4.913 3.257 2.356 0.406
H -3.781 0.731 2.152 0.418
N 1.693 -3.464 -1.310 0.272
C 0.890 -4.531 -1.030 -0.463
C 1.662 -5.662 -1.059 -0.801
C 3.022 -5.243 -1.106 -0.522
C 2.995 -3.886 -1.330 -0.462
H 1.373 -2.505 -1.429 0.484
H -0.180 -4.464 -0.913 0.617
H 1.427 -6.702 -0.902 0.378
H 3.912 -5.816 -0.910 0.390
H 3.775 -3.156 -1.473 0.340
N -2.170 -2.494 0.831 0.439
C -3.509 -2.521 1.111 -0.622
C -3.763 -3.622 1.883 -0.581
C -2.539 -4.324 2.066 -0.809
C -1.584 -3.579 1.420 -0.651
H -1.702 -1.745 0.327 0.330
H -4.165 -1.710 0.838 0.483
H -4.750 -3.978 2.135 0.406
H -2.469 -5.281 2.554 0.448
H -0.519 -3.698 1.297 0.732
```

## Properties
Kohn-Sham gap (eV): 4.0680
HOMO (eV): -7.8438
Charge: 0